[1]
A structure of composition C20H39ILaNOP2 at a distorted geometry. Source: OMol25; level of theory: ωB97M-V/def2-TZVPD.

Highest occupied orbital energy (spin up / spin down) ... -12.88 / -12.88 eV
Charge ... +2
2S+1 ... 1
Energy relative to the best compared isomer or geometry (same formula, charge and spin) ... 420.4 kJ/mol
Gap between HOMO and LUMO (spin up / spin down) ... 4.8 / 4.8 eV

Cartesian coordinates (Å):
1 C -6.280 -1.989 -3.892
2 I -4.366 -1.818 -2.890
3 H -6.826 -1.061 -3.717
4 H -6.803 -2.847 -3.462
5 H -6.082 -2.140 -4.956
6 La -1.485 0.351 -1.134
7 P -2.548 -0.474 0.942
8 C -2.441 -2.191 1.321
9 C -1.803 0.451 2.265
10 H -2.365 0.218 3.167
11 H -4.680 -0.211 1.855
12 H -1.833 1.531 2.060
13 H -4.367 1.061 0.622
14 H -1.394 -2.516 1.409
15 H -0.755 0.166 2.405
16 C -4.263 -0.008 0.866
17 H -2.954 -2.328 2.274
18 H -4.794 -0.592 0.102
19 H -2.922 -2.800 0.544
20 P -0.436 1.033 -3.271
21 C 0.356 -0.195 -4.256
22 C -1.695 1.825 -4.242
23 H 0.316 3.060 -2.212
24 H 1.127 2.702 -3.776
25 H 1.610 1.839 -2.279
26 C 0.773 2.275 -2.836
27 H -2.218 2.594 -3.652
28 H -1.187 2.282 -5.093
29 H 0.758 0.321 -5.128
30 H -0.356 -0.968 -4.571
31 H -2.435 1.092 -4.591
32 H 1.167 -0.688 -3.712
33 C -0.910 -1.658 -1.563
34 O -0.550 -2.804 -1.797
35 C 2.258 3.231 3.826
36 C 1.884 1.869 3.303
37 C 1.875 0.792 4.198
38 C 1.591 -0.509 3.764
39 C 1.594 -1.650 4.746
40 C 1.322 -0.713 2.420
41 C 1.312 0.342 1.432
42 C 1.588 1.650 1.968
43 N 1.201 0.072 0.089
44 C 2.566 -0.368 -0.409
45 C 3.578 0.799 -0.311
46 C 3.150 -1.568 0.368
47 C 2.570 -0.844 -1.857
48 H 1.559 3.537 4.618
49 H 3.268 3.194 4.254
50 H 2.245 3.978 3.029
51 H 2.111 0.959 5.261
52 H 2.586 -1.740 5.211
53 H 0.852 -1.465 5.536
54 H 1.352 -2.597 4.255
55 H 1.113 -1.734 2.067
56 H 1.619 2.484 1.246
57 H 3.770 1.081 0.726
58 H 4.549 0.497 -0.736
59 H 3.243 1.695 -0.850
60 H 2.474 -2.433 0.349
61 H 4.106 -1.889 -0.077
62 H 3.423 -1.312 1.394
63 H 1.825 -1.631 -1.992
64 H 2.505 0.030 -2.513
65 H 3.552 -1.267 -2.119

=====

[2]
The ion C6H15N3PS2 with charge +1 at a distorted geometry. Source: OMol25; level of theory: ωB97M-V/def2-TZVPD.

Highest occupied orbital energy ... -12.79 eV
Charge ... +1
2S+1 ... 1
Energy relative to the best compared isomer or geometry (same formula, charge and spin) ... 0.0 kJ/mol
Gap between HOMO and LUMO ... 8.6 eV

Cartesian coordinates (Å):
1 C 2.862 -0.615 0.349
2 C 3.945 -1.441 0.902
3 C -2.322 0.278 1.863
4 C -3.631 -0.539 -0.141
5 C 1.273 0.458 -2.634
6 C -2.396 0.234 0.340
7 N 2.622 -0.439 -0.867
8 N 1.577 0.330 -1.222
9 N -1.256 -0.398 -0.272
10 P 0.508 0.767 -0.008
11 S 1.744 0.195 1.548
12 S -0.107 2.734 -0.180
13 H 4.653 -1.690 0.115
14 H 3.533 -2.365 1.311
15 H 4.451 -0.918 1.711
16 H -2.358 -0.726 2.280
17 H -1.391 0.757 2.179
18 H -3.155 0.847 2.266
19 H -3.704 -0.498 -1.224
20 H -4.519 -0.092 0.292
21 H -3.573 -1.578 0.171
22 H 0.884 -0.478 -3.037
23 H 0.525 1.240 -2.760
24 H 2.184 0.726 -3.167
25 H -2.453 1.256 -0.058
26 H -1.022 -1.273 0.197
27 H 1.128 3.226 0.042

=====

[3]
A structure of composition C10H21MnN3P at a distorted geometry. Source: OMol25; level of theory: ωB97M-V/def2-TZVPD.

Highest occupied orbital energy (spin up / spin down) ... -5.45 / -4.79 eV
<S²> ... 6.13
Charge ... 0
2S+1 ... 5
Gap between HOMO and LUMO (spin up / spin down) ... 5.9 / 5.3 eV

Cartesian coordinates (Å):
1 C -0.642 1.709 -3.781
2 C 0.634 2.000 -3.201
3 C 1.172 0.748 -2.764
4 C 0.299 -0.327 -3.213
5 C -0.819 0.265 -3.840
6 Mn -0.756 1.003 -1.665
7 P -2.729 1.753 -1.002
8 H -1.326 2.443 -4.213
9 H 1.086 2.984 -3.079
10 H 2.137 0.609 -2.272
11 H -1.668 -0.257 -4.284
12 H 0.480 -1.395 -3.080
13 H -3.948 1.148 -1.447
14 H -3.148 3.094 -1.281
15 H -3.056 1.771 0.387
16 C 2.624 -1.621 0.324
17 N 1.641 -1.361 1.385
18 C 2.013 -1.899 2.682
19 C 0.405 -0.572 1.128
20 N 0.229 -0.091 -0.106
21 N -0.566 -0.265 2.184
22 C -0.600 -0.651 3.599
23 C -1.680 0.538 1.822
24 H 3.503 -2.210 0.659
25 H 3.033 -0.662 -0.061
26 H 2.157 -2.209 -0.495
27 H 2.151 -1.068 3.406
28 H 1.284 -2.678 2.987
29 H 2.990 -2.425 2.681
30 H 0.976 -0.383 -0.706
31 H -0.591 0.266 4.227
32 H -1.545 -1.200 3.803
33 H 0.166 -1.283 4.011
34 H -1.281 1.515 1.473
35 H -2.250 -0.037 1.063
36 H -2.374 0.747 2.668

=====

[4]
A cluster of 10 separate species, C33H62N4O20 in total at a distorted geometry. Source: OMol25; level of theory: ωB97M-V/def2-TZVPD.

Highest occupied orbital energy ... -8.32 eV
SMILES ... C[C@H]1COC(=O)O1.C[C@H]1COC(=O)O1.C[C@H]1COC(=O)O1.C[C@H]1COC(=O)O1.C[C@H]1COC(=O)O1.CN(C)C=O.CN(C)C=O.CN(C)C=O.CN(C)C=O.CO
Charge ... 0
2S+1 ... 1
Energy relative to the best compared isomer or geometry (same formula, charge and spin) ... 0.0 kJ/mol
Gap between HOMO and LUMO ... 8.3 eV

Cartesian coordinates (Å):
1 C -3.324 -4.870 5.372
2 C -3.974 -3.956 4.377
3 C -3.483 -4.048 2.950
4 O -4.690 -3.918 2.167
5 C -5.769 -4.104 2.960
6 O -6.898 -4.117 2.585
7 O -5.380 -4.301 4.240
8 H -3.768 -4.759 6.360
9 H -2.258 -4.658 5.468
10 H -3.424 -5.899 5.023
11 H -3.985 -2.907 4.679
12 H -3.086 -5.009 2.619
13 H -2.797 -3.231 2.753
14 C -4.543 3.151 1.633
15 C -4.887 2.147 2.692
16 C -5.757 0.959 2.248
17 O -5.217 -0.123 2.989
18 C -3.973 0.204 3.412
19 O -3.241 -0.571 3.940
20 O -3.687 1.478 3.096
21 H -3.736 3.793 1.994
22 H -5.395 3.740 1.305
23 H -4.104 2.649 0.765
24 H -5.389 2.628 3.535
25 H -5.714 0.762 1.174
26 H -6.796 1.140 2.519
27 C 4.649 -6.339 3.902
28 C 5.426 -5.131 4.382
29 C 5.855 -4.148 3.298
30 O 5.307 -2.883 3.715
31 C 4.593 -3.039 4.844
32 O 4.016 -2.158 5.403
33 O 4.602 -4.319 5.249
34 H 3.701 -6.064 3.444
35 H 4.502 -7.019 4.741
36 H 5.258 -6.883 3.176
37 H 6.255 -5.491 4.992
38 H 5.468 -4.368 2.303
39 H 6.932 -4.015 3.210
40 C 1.067 0.330 4.745
41 C 0.880 -1.152 4.649
42 C -0.469 -1.695 5.134
43 O -0.751 -2.710 4.165
44 C -0.050 -2.492 3.040
45 O -0.182 -3.100 2.024
46 O 0.883 -1.539 3.242
47 H 0.390 0.857 4.068
48 H 2.086 0.639 4.513
49 H 0.813 0.679 5.748
50 H 1.691 -1.727 5.101
51 H -1.244 -0.933 5.087
52 H -0.336 -2.133 6.117
53 C -1.403 0.181 0.721
54 C -0.661 0.162 -0.594
55 C 0.277 -1.047 -0.792
56 O -0.200 -1.636 -1.996
57 C -1.333 -1.052 -2.424
58 O -1.980 -1.439 -3.344
59 O -1.674 -0.043 -1.605
60 H -0.761 0.204 1.601
61 H -1.977 -0.750 0.804
62 H -2.149 0.974 0.688
63 H -0.095 1.059 -0.835
64 H 0.221 -1.756 0.035
65 H 1.315 -0.735 -0.873
66 C 2.587 -3.898 9.055
67 N 1.600 -2.864 8.838
68 C 0.315 -3.056 9.453
69 C 1.874 -1.784 8.076
70 O 1.070 -0.918 7.776
71 H 3.544 -3.633 8.603
72 H 2.247 -4.845 8.636
73 H 2.812 -4.004 10.121
74 H -0.432 -2.387 9.034
75 H -0.031 -4.082 9.320
76 H 0.370 -2.841 10.526
77 H 2.911 -1.774 7.709
78 C 3.750 5.875 4.392
79 N 3.300 5.246 5.607
80 C 2.662 3.966 5.482
81 C 3.385 5.876 6.812
82 O 2.935 5.453 7.848
83 H 4.222 6.825 4.618
84 H 2.924 5.958 3.680
85 H 4.490 5.240 3.885
86 H 1.736 4.040 4.905
87 H 3.310 3.257 4.946
88 H 2.500 3.459 6.428
89 H 3.926 6.834 6.727
90 C -2.430 -3.842 -0.396
91 N -3.369 -4.786 -0.975
92 C -3.447 -6.111 -0.411
93 C -4.303 -4.370 -1.869
94 O -5.235 -5.041 -2.261
95 H -2.065 -3.124 -1.124
96 H -1.553 -4.397 -0.053
97 H -2.851 -3.352 0.482
98 H -2.439 -6.526 -0.370
99 H -3.915 -6.090 0.579
100 H -4.077 -6.749 -1.025
101 H -4.097 -3.347 -2.226
102 C 4.838 1.097 3.065
103 N 4.058 1.502 1.919
104 C 4.545 2.627 1.155
105 C 2.906 0.875 1.598
106 O 2.187 1.142 0.658
107 H 4.464 0.144 3.435
108 H 4.867 1.860 3.845
109 H 5.873 0.919 2.751
110 H 4.626 3.490 1.825
111 H 5.537 2.416 0.751
112 H 3.863 2.867 0.347
113 H 2.668 0.069 2.312
114 C 1.497 -5.046 5.425
115 O 0.355 -5.882 5.196
116 H 1.613 -4.380 4.574
117 H 1.304 -4.454 6.328
118 H 2.399 -5.630 5.592
119 H 0.457 -6.679 5.721

=====

[5]
A cluster of 5 separate species, C29H42O11 in total at a distorted geometry. Source: OMol25; level of theory: ωB97M-V/def2-TZVPD.

Highest occupied orbital energy ... -9.31 eV
SMILES ... O=C1C=C(C[C@H]2CO2)C(=O)c2ccccc21.CCOC(C)=O.CCOC(C)=O.CCOC(C)=O.CCOC(C)=O
Charge ... 0
2S+1 ... 1
Gap between HOMO and LUMO ... 8.6 eV

Cartesian coordinates (Å):
1 O -0.505 1.530 1.914
2 C 0.325 1.908 2.715
3 C 1.270 2.972 2.336
4 C 2.041 3.563 3.255
5 C 3.029 4.620 2.838
6 C 4.104 3.910 2.008
7 C 4.199 4.361 0.577
8 O 5.197 4.663 1.713
9 C 1.984 3.185 4.692
10 O 2.523 3.850 5.535
11 C 1.250 1.937 5.026
12 C 1.359 1.391 6.299
13 C 0.690 0.205 6.608
14 C -0.096 -0.418 5.647
15 C -0.214 0.127 4.369
16 C 0.450 1.313 4.064
17 H 1.337 3.267 1.299
18 H 2.576 5.351 2.180
19 H 3.549 5.051 3.686
20 H 4.248 2.851 2.181
21 H 4.895 3.836 -0.059
22 H 3.989 5.395 0.353
23 H 1.954 1.865 7.064
24 H 0.763 -0.209 7.603
25 H -0.642 -1.327 5.851
26 H -0.814 -0.329 3.606
27 C 3.508 -4.406 1.905
28 C 2.069 -4.873 2.001
29 O 1.303 -4.058 2.899
30 C 0.687 -2.932 2.512
31 C 1.065 -2.291 1.200
32 O -0.102 -2.414 3.261
33 H 3.575 -3.400 1.489
34 H 4.084 -5.080 1.270
35 H 3.969 -4.377 2.894
36 H 1.582 -4.939 1.031
37 H 2.042 -5.876 2.428
38 H 1.898 -1.608 1.371
39 H 0.212 -1.720 0.843
40 H 1.326 -3.003 0.424
41 C -3.451 2.811 -3.121
42 C -2.121 2.127 -2.898
43 O -1.107 3.040 -2.468
44 C -0.903 3.354 -1.176
45 C -1.945 2.995 -0.149
46 O 0.087 3.977 -0.885
47 H -3.846 3.232 -2.195
48 H -4.180 2.103 -3.516
49 H -3.342 3.628 -3.829
50 H -2.198 1.285 -2.207
51 H -1.757 1.724 -3.842
52 H -2.671 3.805 -0.078
53 H -1.440 2.877 0.802
54 H -2.461 2.059 -0.350
55 C 0.073 2.617 -7.032
56 C -1.374 2.170 -7.039
57 O -2.189 2.997 -6.206
58 C -2.775 4.134 -6.634
59 C -2.334 4.741 -7.945
60 O -3.580 4.671 -5.925
61 H 0.184 3.619 -7.446
62 H 0.687 1.933 -7.618
63 H 0.453 2.644 -6.010
64 H -1.784 2.110 -8.048
65 H -1.452 1.170 -6.613
66 H -1.495 5.410 -7.760
67 H -3.163 5.319 -8.344
68 H -2.056 4.010 -8.701
69 C -1.941 -8.894 0.302
70 C -1.256 -8.039 1.347
71 O -0.462 -7.005 0.753
72 C -0.954 -5.804 0.415
73 C -2.447 -5.599 0.355
74 O -0.182 -4.935 0.101
75 H -2.647 -8.312 -0.291
76 H -2.482 -9.712 0.776
77 H -1.205 -9.311 -0.386
78 H -1.960 -7.621 2.066
79 H -0.553 -8.645 1.916
80 H -2.798 -5.862 -0.642
81 H -2.651 -4.547 0.534
82 H -3.001 -6.168 1.098

=====

[6]
A structure of composition C34H43BCaN7O3S4Se. Source: OMol25; level of theory: ωB97M-V/def2-TZVPD.

Highest occupied orbital energy ... -4.50 eV
Charge ... -1
2S+1 ... 1
Energy relative to the best compared isomer or geometry (same formula, charge and spin) ... 60.1 kJ/mol
Gap between HOMO and LUMO ... 6.8 eV

Cartesian coordinates (Å):
1 Ca 0.488 1.341 0.869
2 C 1.691 -3.629 -3.054
3 C 1.681 -4.122 -1.606
4 C 1.664 -5.650 -1.614
5 C 2.925 -3.657 -0.845
6 N 0.464 -3.625 -0.916
7 C -0.523 -4.435 -0.364
8 C -1.440 -3.629 0.200
9 N -1.040 -2.330 -0.004
10 B -1.643 -1.040 0.580
11 N -2.509 -1.277 1.806
12 C -3.880 -1.153 1.882
13 C -4.231 -1.234 3.175
14 N -3.065 -1.392 3.919
15 C -1.995 -1.418 3.060
16 S -0.351 -1.539 3.391
17 C -3.004 -1.410 5.403
18 C -2.335 -2.699 5.879
19 C -4.423 -1.367 5.968
20 C -2.241 -0.177 5.891
21 N -2.403 -0.284 -0.534
22 C -2.760 -0.780 -1.767
23 C -3.070 0.264 -2.555
24 N -2.884 1.425 -1.814
25 C -2.500 1.067 -0.559
26 S -2.248 2.026 0.834
27 C -3.094 2.777 -2.419
28 C -2.639 2.727 -3.881
29 C -4.587 3.093 -2.316
30 C -2.272 3.865 -1.732
31 C 0.134 -2.320 -0.678
32 S 0.979 -0.920 -1.156
33 H 2.588 -3.999 -3.553
34 H 1.689 -2.542 -3.096
35 H 0.816 -4.005 -3.588
36 H 2.558 -5.989 -2.136
37 H 0.796 -6.045 -2.144
38 H 1.690 -6.059 -0.603
39 H 3.812 -4.091 -1.310
40 H 2.875 -3.986 0.194
41 H 3.011 -2.573 -0.865
42 H -0.486 -5.505 -0.403
43 H -2.329 -3.866 0.757
44 H -0.653 -0.429 0.816
45 H -4.487 -0.994 1.009
46 H -5.205 -1.180 3.618
47 H -2.909 -3.569 5.550
48 H -2.296 -2.701 6.970
49 H -1.323 -2.774 5.488
50 H -5.018 -2.216 5.628
51 H -4.934 -0.439 5.710
52 H -4.352 -1.420 7.054
53 H -1.213 -0.197 5.535
54 H -2.238 -0.156 6.982
55 H -2.719 0.733 5.525
56 H -2.722 -1.830 -1.993
57 H -3.374 0.278 -3.582
58 H -3.286 2.114 -4.509
59 H -1.611 2.369 -3.953
60 H -2.669 3.740 -4.280
61 H -5.184 2.328 -2.817
62 H -4.797 4.057 -2.783
63 H -4.886 3.142 -1.268
64 H -1.212 3.610 -1.727
65 H -2.602 4.049 -0.716
66 H -2.393 4.780 -2.314
67 Se 2.092 1.716 3.143
68 C 3.517 2.668 2.291
69 C 3.287 3.793 1.496
70 C 4.334 4.429 0.842
71 C 5.635 3.966 0.975
72 C 5.877 2.857 1.776
73 C 4.833 2.214 2.425
74 H 2.277 4.164 1.376
75 H 4.126 5.288 0.214
76 H 6.449 4.460 0.460
77 H 6.889 2.483 1.890
78 H 5.021 1.339 3.035
79 O 0.876 1.502 -5.180
80 S 1.588 2.503 -4.427
81 O 1.949 3.708 -5.132
82 N 0.810 2.841 -3.040
83 C 1.516 2.483 -1.992
84 O 1.132 2.580 -0.797
85 C 2.858 1.891 -2.308
86 C 3.833 1.461 -1.426
87 C 4.996 0.920 -1.960
88 C 5.170 0.816 -3.338
89 C 4.189 1.263 -4.219
90 C 3.044 1.798 -3.671
91 H 3.697 1.558 -0.355
92 H 5.779 0.577 -1.297
93 H 6.085 0.390 -3.729
94 H 4.319 1.195 -5.291

=====

| no. | E (eV) |
| --- | --- |
| 1 | -52426.6666 |
| 2 | -41887.7577 |
| 3 | -55785.4028 |
| 4 | -82138.9205 |
| 5 | -53274.6847 |
| 6 | -180342.6996 |